# C5H7ClN5

An isolated ion of composition C5H7ClN5 and charge +1 in a non-equilibrium geometry (ωB97M-V with the def2-TZVPD basis set, the Open Molecules 2025 dataset).

Energy above the lowest of the compared OMol25 structures with the same formula, charge and spin, kcal/mol: 78.4
LUMO energy (spin up / spin down), Eh: -0.2489 / -0.2489
Calculated total energy, Eh: -928.3280
F_max, eV Å⁻¹: 5.1
Structure (SMILES): NC/[NH+]=C/C=C1/N=NC(Cl)=N1
Total charge: +1
Kohn-Sham gap (spin up / spin down), eV: 7.42 / 7.42

```
18
Properties=species:S:1:pos:R:3:nbo_charge:R:1
Cl -2.65 -1.37 4.26 0.213
N -0.14 -2.98 2.03 -0.105
N -1.04 -2.96 2.91 -0.123
N 0.20 0.85 -0.96 -0.407
N 0.27 2.94 -1.72 -0.839
N -1.25 -0.92 2.12 -0.457
C 0.74 -0.34 -0.69 0.232
C 0.45 -1.43 0.22 -0.289
C -1.65 -1.73 3.01 0.285
C 0.77 1.68 -2.07 -0.048
C -0.25 -1.70 1.39 0.352
H 0.33 1.33 -2.93 0.211
H 1.87 1.60 -2.00 0.224
H 1.06 -2.32 0.15 0.269
H -0.64 1.19 -0.51 0.456
H 0.88 3.70 -1.57 0.404
H 1.53 -0.76 -1.33 0.238
H -0.48 3.20 -2.30 0.385
```



# C21H24N4OS2Tc

C21H24N4OS2Tc as an isolated structure in a non-equilibrium geometry (ωB97M-V with the def2-TZVPD basis set, the Open Molecules 2025 dataset).

Energy above the lowest of the compared OMol25 structures with the same formula, charge and spin, kcal/mol: 1.4
LUMO energy (spin up / spin down), Eh: -0.2889 / -0.2875
Calculated total energy, Eh: -1985.5436
F_max, eV Å⁻¹: 1.5
Multiplicity: 2
Total charge: +2
<S²>: 0.76
Kohn-Sham gap (spin up / spin down), eV: 6.37 / 6.53

```
53
Properties=species:S:1:pos:R:3:mulliken_spin:R:1
Tc -1.13 -0.25 -3.13 0.837
S -1.09 1.55 -1.74 -0.032
S -0.10 -1.46 -1.48 0.014
O -2.64 -0.79 -3.33 0.116
N -0.41 -1.05 1.14 0.019
N 1.58 -1.31 -6.49 0.005
N 0.29 -0.63 -4.53 -0.047
N -0.48 1.71 0.85 -0.002
C -4.09 4.08 3.32 0.000
C 1.33 -0.70 -7.82 0.003
C -0.63 0.93 -0.19 -0.008
C -0.72 3.17 0.84 0.002
C 2.32 -3.37 4.11 0.000
C 2.60 -2.37 -6.40 0.004
C -1.74 4.25 2.87 0.000
C -0.19 -2.49 1.41 -0.003
C -3.17 3.04 1.36 0.000
C -0.67 -0.21 2.31 -0.003
C -0.04 1.14 2.12 0.001
C -1.91 3.50 1.71 0.001
C 1.12 -3.20 3.44 0.000
C -0.39 -0.51 -0.05 0.004
C 3.51 -3.03 3.50 0.000
C -4.26 3.33 2.16 0.000
C 0.90 -0.96 -5.47 0.085
C -2.83 4.54 3.67 0.000
C 3.51 -2.51 2.21 0.001
C 2.32 -2.35 1.53 0.001
C 1.11 -2.69 2.15 0.002
H 2.69 -2.70 -5.36 -0.002
H -4.95 4.31 3.95 0.000
H 0.57 0.07 -7.73 -0.002
H -0.22 -3.03 0.47 0.001
H 4.45 -3.16 4.03 0.000
H -3.32 2.48 0.44 0.000
H 2.25 -0.27 -8.18 0.001
H 2.32 -1.96 0.52 -0.001
H 0.99 -1.48 -8.50 0.000
H -0.36 1.81 2.92 0.001
H 2.31 -3.21 -7.03 0.001
H 1.05 1.08 2.12 0.000
H 2.32 -3.78 5.11 0.000
H 4.45 -2.25 1.73 0.000
H -0.86 3.50 -0.19 -0.002
H -0.76 4.62 3.14 0.000
H -1.75 -0.14 2.45 0.001
H 0.18 -3.48 3.91 0.000
H 3.55 -1.96 -6.73 0.000
H 0.19 3.64 1.22 -0.001
H -0.23 -0.71 3.18 0.000
H -2.70 5.13 4.57 0.000
H -5.25 2.98 1.88 0.000
H -1.03 -2.82 2.02 0.000
```



# C3H5N3

One molecule with the formula C3H5N3 (ωB97M-V with the def2-TZVPD basis set, the Open Molecules 2025 dataset).

Energy above the lowest of the compared OMol25 structures with the same formula, charge and spin, kcal/mol: 94.5
LUMO energy, Eh: 0.0029
Calculated total energy, Eh: -281.4395
F_max, eV Å⁻¹: 0.5
Total charge: 0
Kohn-Sham gap, eV: 7.21

```
11
Properties=species:S:1:pos:R:3:nbo_charge:R:1
N 1.64 1.22 0.00 -0.339
N 1.86 -0.13 -0.02 -0.345
N -1.71 0.11 0.02 -0.696
C 0.72 -0.87 -0.02 -0.112
C 0.31 1.41 0.02 -0.253
C -0.25 0.11 0.00 -0.158
H 0.74 -1.95 -0.04 0.216
H 2.80 -0.48 -0.04 0.398
H -1.81 1.15 0.04 0.459
H -2.16 -0.27 -0.81 0.415
H -2.14 -0.30 0.85 0.415
```



# C18H36O36S9

C18H36O36S9 as an isolated structure in a non-equilibrium geometry (ωB97M-V with the def2-TZVPD basis set, the Open Molecules 2025 dataset).

Energy above the lowest of the compared OMol25 structures with the same formula, charge and spin, kcal/mol: 0.0
LUMO energy, Eh: -0.0186
Calculated total energy, Eh: -6999.6000
F_max, eV Å⁻¹: 2.1
Total charge: 0
Kohn-Sham gap, eV: 10.27

```
99
Properties=species:S:1:pos:R:3:mulliken_charge:R:1
S 8.01 2.65 -2.53 1.094
S -1.66 -3.42 1.44 0.843
S -4.46 0.24 -1.59 1.078
S 5.67 -2.12 0.89 1.133
S -2.99 5.70 -2.45 1.055
S 1.84 0.55 -1.58 1.055
S -1.52 -3.65 -4.08 1.032
S 1.61 -1.65 4.61 0.881
S -1.50 1.68 3.09 0.895
O -2.10 -1.88 1.58 0.138
O 7.94 1.31 -2.97 -0.521
O -1.63 -2.27 -3.79 -0.423
O -1.99 4.58 -2.90 -0.358
O -0.58 -3.63 2.30 -0.564
O 1.58 -0.90 -0.97 -0.356
O 9.26 3.21 -2.21 -0.553
O -4.94 -1.28 -1.43 -0.089
O -1.65 -3.80 0.09 -0.354
O 1.70 -2.84 5.37 -0.612
O -2.38 6.94 -2.63 -0.542
O 0.44 1.15 -1.16 -0.305
O 1.80 -1.92 3.09 -0.181
O 7.24 3.64 -3.50 -0.324
O -2.98 5.33 -0.90 -0.369
O 5.01 -0.86 0.17 -0.259
O -0.93 0.62 2.33 -0.284
O 0.49 -0.80 4.87 -0.336
O -3.42 0.33 -2.52 -0.575
O -0.35 -4.17 -4.66 -0.560
O -2.98 -4.06 2.07 -0.407
O 5.13 -2.33 2.18 -0.566
O -2.65 1.13 4.04 -0.333
O 5.68 -3.18 -0.05 -0.596
O -2.02 2.80 2.40 -0.676
O -5.80 0.68 -2.30 -0.344
O -4.29 0.89 -0.34 -0.539
O 2.89 1.13 -0.85 -0.454
O 6.99 2.78 -1.32 -0.289
O 1.92 0.41 -2.97 -0.644
O -0.50 2.09 4.24 -0.310
O 7.10 -1.46 1.06 -0.386
O -2.81 -4.09 -4.91 -0.356
O 2.95 -0.80 4.79 -0.389
O -4.28 5.45 -2.99 -0.553
O -1.90 -4.46 -2.79 -0.238
C -2.07 3.42 -2.05 0.395
C 5.83 3.57 -1.63 0.107
C -0.54 0.12 -0.86 1.201
C -4.02 -3.10 2.22 -0.228
C -3.31 -4.46 -2.59 0.083
C -6.35 -1.35 -1.25 -0.397
C 2.33 -0.72 2.49 0.463
C 0.18 -1.20 -1.04 0.514
C 7.32 -0.52 0.00 -0.401
C 5.86 3.71 -3.14 -0.385
C 3.33 -0.22 3.53 -0.214
C 5.97 0.17 -0.12 0.065
C -2.54 3.97 -0.70 -0.056
C -2.25 0.97 5.38 -0.274
C -1.00 1.87 5.55 -0.413
C -3.88 -4.45 -4.03 -0.271
C -3.30 -1.78 2.34 -0.112
C -6.92 0.01 -1.73 -0.393
H 4.95 2.99 -1.34 -0.035
H -7.62 -0.14 -2.55 0.280
H -6.60 -1.63 -0.22 0.261
H 5.87 4.49 -1.05 0.303
H -3.03 1.30 6.05 0.368
H -2.78 2.70 -2.45 0.080
H -4.29 -5.42 -4.31 0.277
H -0.03 -1.77 -1.95 -0.231
H -3.58 -5.32 -1.99 0.468
H 5.31 2.94 -3.67 0.299
H 8.16 0.10 0.30 0.301
H 5.90 0.99 0.59 0.197
H -3.00 -1.54 3.36 0.058
H -7.42 0.62 -0.98 0.276
H -3.95 -0.97 1.99 0.302
H -4.59 -3.33 3.12 0.327
H -3.57 -3.52 -2.10 -0.173
H 7.61 -1.01 -0.93 0.355
H 4.33 -0.57 3.28 0.190
H -0.07 -1.86 -0.21 -0.093
H -0.80 0.27 0.18 -0.303
H 3.34 0.86 3.66 0.309
H -3.30 3.35 -0.24 0.173
H -1.41 0.23 -1.49 -0.230
H 5.43 4.66 -3.47 0.339
H 2.74 -0.89 1.50 0.003
H -1.94 -0.04 5.67 0.263
H -4.63 -3.68 -4.20 0.206
H 1.51 0.00 2.39 -0.152
H -1.11 2.93 -2.05 -0.039
H -1.70 4.12 -0.03 0.220
H 5.76 0.44 -1.16 0.086
H -6.77 -2.14 -1.87 0.327
H -4.74 -3.17 1.39 0.115
H -0.27 1.40 6.20 0.287
H -1.26 2.84 5.99 0.347
```



# C6H10O

One molecule with the formula C6H10O (ωB97M-V with the def2-TZVPD basis set, the Open Molecules 2025 dataset).

Energy above the lowest of the compared OMol25 structures with the same formula, charge and spin, kcal/mol: 30.9
LUMO energy, Eh: 0.0359
Calculated total energy, Eh: -309.7932
F_max, eV Å⁻¹: 0.2
Structure (SMILES): C[C@H]1C[C@@]2(O)C[C@@H]12
Total charge: 0
Kohn-Sham gap, eV: 10.44

```
17
Properties=species:S:1:pos:R:3:nbo_charge:R:1
O 1.78 -1.56 1.21 -0.690
C 1.10 0.53 -0.11 -0.420
C -1.17 1.29 -1.12 -0.613
C -0.37 -1.07 -0.16 -0.236
C -0.12 0.19 -1.01 -0.201
C 0.80 -0.71 0.72 0.244
C -0.59 -0.72 1.28 -0.455
H -0.78 -1.58 1.92 0.228
H -2.16 0.92 -1.42 0.212
H 1.07 1.50 0.40 0.194
H -1.29 1.82 -0.17 0.200
H 0.20 -0.11 -2.01 0.207
H -0.85 2.03 -1.86 0.212
H -0.63 -2.05 -0.56 0.222
H 2.05 -1.22 2.07 0.471
H 2.06 0.44 -0.64 0.219
H -1.13 0.19 1.57 0.206
```



# C5H9NO

One molecule with the formula C5H9NO (ωB97M-V with the def2-TZVPD basis set, the Open Molecules 2025 dataset).

Energy above the lowest of the compared OMol25 structures with the same formula, charge and spin, kcal/mol: 23.7
LUMO energy, Eh: 0.0356
Calculated total energy, Eh: -325.8998
F_max, eV Å⁻¹: 0.5
Structure (SMILES): [H]/N=C1/CCCCO1
Total charge: 0
Kohn-Sham gap, eV: 11.07

```
16
Properties=species:S:1:pos:R:3:nbo_charge:R:1
O 0.71 -0.53 -1.24 -0.551
N -0.73 -2.27 -0.83 -0.648
C 1.48 -0.11 -0.11 -0.072
C 0.78 1.12 0.46 -0.431
C -1.42 0.02 -0.23 -0.488
C -0.67 0.80 0.86 -0.389
C -0.50 -1.03 -0.80 0.563
H -1.73 0.70 -1.04 0.224
H 1.33 1.55 1.31 0.216
H 0.13 -2.69 -1.19 0.343
H 0.77 1.87 -0.34 0.208
H 1.55 -0.95 0.60 0.170
H 2.49 0.04 -0.50 0.201
H -1.21 1.73 1.10 0.215
H -2.32 -0.46 0.16 0.236
H -0.67 0.20 1.78 0.203
```



Which of these has the lowest calculated total energy? C18H36O36S9